[1]
Below is C42H38FeN3OS3Se4 as an isolated structure, with properties calculated with the ωB97M-V functional and the def2-TZVPD basis.

Structure (XYZ):
```
92
Properties=species:S:1:pos:R:3:forces:R:3:lowdin_charge:R:1
Fe -0.7676 1.4171 0.4566 0.6 0.3 0.3 0.096
N -2.5911 1.1645 1.4340 -0.2 -0.1 -0.1 0.026
C -2.6035 1.4746 2.8313 0.1 0.0 0.0 -0.248
C -3.0104 0.5249 3.7538 0.0 0.0 -0.1 -0.022
C -2.9831 0.8200 5.1070 0.0 0.0 0.0 -0.082
C -2.5473 2.0677 5.5241 0.0 0.0 0.1 -0.081
C -2.1287 3.0048 4.5939 0.0 0.0 -0.1 -0.024
C -2.1435 2.7287 3.2267 0.0 -0.2 0.0 -0.146
C -1.5960 3.6960 2.2471 0.1 0.2 0.0 -0.194
C -1.7591 5.0618 2.5121 0.0 -0.1 0.0 -0.044
C -1.0995 6.0261 1.7725 0.0 0.0 0.0 -0.079
C -0.2254 5.6302 0.7713 0.0 0.0 0.0 -0.081
C -0.0859 4.2839 0.4719 0.0 0.0 -0.1 -0.173
C -0.8105 3.3073 1.1479 -0.1 -0.1 0.0 -0.240
H -2.8715 0.2058 1.2638 0.0 0.0 0.0 0.075
H -3.2287 1.7580 0.9077 0.0 0.0 0.0 0.113
H -3.3462 -0.4461 3.4076 0.0 0.0 0.0 0.115
H -3.2960 0.0772 5.8291 0.0 0.0 0.0 0.103
H -2.5101 2.3058 6.5793 0.0 0.0 0.0 0.102
H -1.7396 3.9555 4.9341 0.0 0.0 0.0 0.113
H -2.4181 5.3648 3.3172 0.0 0.0 0.0 0.110
H -1.2513 7.0759 1.9900 0.0 0.0 0.0 0.102
H 0.3396 6.3640 0.2095 0.0 0.0 0.0 0.108
H 0.5939 3.9994 -0.3197 0.0 0.0 0.0 0.003
S -0.4192 -0.9374 0.2670 -0.1 0.1 0.1 0.651
C 1.2392 -1.0299 0.7525 -0.1 -0.2 -0.4 -0.645
N 2.0684 -1.9325 0.1535 -0.1 0.0 0.1 -0.105
C 3.4713 -1.9676 0.5136 0.0 0.0 0.0 -0.109
C 3.6139 -1.6549 1.9860 0.0 0.0 0.0 -0.110
N 2.9669 -0.3914 2.2737 -0.2 0.0 0.1 -0.118
C 3.7250 0.5922 3.0337 0.0 0.1 0.0 -0.135
C 4.8697 1.1308 2.2064 0.0 0.0 0.0 -0.212
C 4.5852 1.7990 1.0150 0.0 0.0 0.0 -0.025
C 5.6151 2.2773 0.2224 0.0 0.0 0.0 -0.071
C 6.9383 2.0944 0.6101 0.0 0.0 0.0 -0.092
C 7.2259 1.4322 1.7924 0.0 0.0 0.0 -0.088
C 6.1921 0.9498 2.5868 0.0 0.0 0.0 -0.053
C 1.7375 -0.1545 1.7430 0.2 0.2 0.1 -0.637
S 0.8523 1.2458 2.2276 -0.1 0.0 0.0 0.789
C 1.6705 -2.7845 -0.9583 0.0 0.0 0.0 -0.135
C 1.5109 -4.2266 -0.5330 0.0 0.0 0.0 -0.206
C 0.5552 -4.5587 0.4265 0.0 0.0 0.0 -0.032
C 0.4037 -5.8729 0.8380 0.0 0.0 0.0 -0.079
C 1.2054 -6.8709 0.2968 0.0 0.0 0.0 -0.095
C 2.1577 -6.5479 -0.6564 0.0 0.0 0.0 -0.087
C 2.3098 -5.2291 -1.0672 0.0 0.0 0.0 -0.050
H 4.0354 -1.2343 -0.0763 0.0 0.0 0.0 0.140
H 3.8595 -2.9640 0.2964 0.0 0.0 0.0 0.130
H 4.6672 -1.5728 2.2499 0.0 0.0 0.0 0.127
H 3.1638 -2.4562 2.5820 0.0 0.0 0.0 0.139
H 4.0888 0.1334 3.9566 0.0 0.0 0.0 0.129
H 3.0494 1.3977 3.3082 0.0 0.0 0.0 0.071
H 3.5513 1.9396 0.7129 0.0 0.0 0.0 0.106
H 5.3858 2.7978 -0.6988 0.0 0.0 0.0 0.106
H 7.7419 2.4697 -0.0108 0.0 0.0 0.0 0.100
H 8.2544 1.2874 2.0986 0.0 0.0 0.0 0.101
H 6.4171 0.4321 3.5133 0.0 0.0 0.0 0.109
H 2.4320 -2.7041 -1.7392 0.0 0.0 0.0 0.132
H 0.7419 -2.3946 -1.3697 0.0 0.0 0.0 0.074
H -0.0681 -3.7765 0.8454 0.0 0.0 0.0 0.090
H -0.3425 -6.1227 1.5819 0.0 0.0 0.0 0.103
H 1.0856 -7.8973 0.6194 0.0 0.0 0.0 0.100
H 2.7868 -7.3207 -1.0798 0.0 0.0 0.0 0.101
H 3.0553 -4.9764 -1.8138 0.0 0.0 0.0 0.110
Se 0.6554 1.4605 -1.5709 -0.1 0.1 -0.3 0.164
Se 0.9049 3.3381 -2.9492 0.0 -0.1 0.3 -0.007
Se -1.1346 4.5531 -3.1261 -0.1 -0.1 0.0 -0.012
Se -2.7127 3.6017 -1.9144 0.1 0.0 0.0 0.128
O -2.7594 0.4921 -1.1535 -0.1 -0.1 0.1 -0.645
S -2.9584 -0.8673 -1.7570 -0.1 0.1 -0.4 0.968
C -4.5440 -0.7775 -2.6017 0.0 0.0 0.1 -0.363
C -5.3065 -1.9300 -2.6946 0.0 0.0 0.0 -0.086
C -6.5299 -1.8806 -3.3499 0.0 0.0 0.0 -0.080
C -6.9795 -0.6831 -3.8858 0.0 0.0 0.0 -0.080
C -6.2128 0.4708 -3.7689 0.0 0.0 0.0 -0.063
C -4.9877 0.4285 -3.1244 0.1 0.0 0.0 -0.064
C -1.9282 -0.9254 -3.2244 0.0 0.0 0.1 -0.379
C -1.5583 0.2522 -3.8529 -0.1 0.0 0.0 -0.117
C -0.7498 0.1871 -4.9763 0.0 0.0 0.0 -0.069
C -0.3150 -1.0436 -5.4497 0.0 0.0 0.0 -0.073
C -0.6780 -2.2158 -4.8007 0.0 0.0 0.0 -0.080
C -1.4864 -2.1596 -3.6738 0.0 0.0 0.0 -0.089
H -4.9483 -2.8556 -2.2588 0.0 0.0 0.0 0.108
H -7.1337 -2.7750 -3.4328 0.0 0.0 0.0 0.105
H -7.9364 -0.6440 -4.3902 0.0 0.0 0.0 0.104
H -6.5723 1.4050 -4.1806 0.0 0.0 0.0 0.109
H -4.3800 1.3190 -3.0104 0.0 0.0 0.0 0.068
H -1.8715 1.2025 -3.4382 0.0 0.0 0.0 0.051
H -0.4387 1.1020 -5.4633 0.0 0.0 0.0 0.106
H 0.3241 -1.0883 -6.3226 0.0 0.0 0.0 0.104
H -0.3232 -3.1720 -5.1636 0.0 0.0 0.0 0.103
H -1.7604 -3.0637 -3.1407 0.0 0.0 0.0 0.111
```
Forces are in eV/Å.

Its charge is 0. As for the HOMO energy (spin up / spin down): -6.279 / -6.978 eV. The strongest force on any atom is 0.7 eV/A. The HOMO-LUMO gap (spin up / spin down) comes out at 5.80 / 5.67 eV. Its spin multiplicity is 6.



[2]
Below is C42H38N3O3P2S2Sn as an isolated structure at a distorted geometry, with properties calculated with the ωB97M-V functional and the def2-TZVPD basis.

Structure (XYZ):
```
91
Properties=species:S:1:pos:R:3:forces:R:3:lowdin_charge:R:1
Sn 0.9829 1.2582 0.8068 -0.3 -0.1 -0.4 0.903
C 4.6470 2.6334 -0.3202 -0.4 -1.3 0.0 -0.026
C 3.7406 1.5485 -0.9760 0.9 0.9 1.2 -0.318
N 3.6334 0.4107 -0.3740 0.4 0.5 -0.9 0.007
N 3.2144 -0.6635 -1.1725 -0.7 -0.2 0.5 -0.058
C 2.3626 -1.4527 -0.6050 1.3 -0.2 -1.9 -1.106
S 1.5535 -1.1973 0.8387 -1.0 -0.2 1.6 0.510
S 2.0642 -3.0873 -1.3653 0.0 1.0 0.0 0.855
C 3.3696 -3.0884 -2.6454 -0.5 2.0 -0.1 -0.424
C 2.9892 -2.5228 -4.0645 1.1 -0.7 0.5 -0.248
C 2.1279 -3.2542 -4.9232 1.4 -0.5 0.8 -0.075
C 2.0885 -2.8991 -6.2658 -0.2 -0.2 -1.0 -0.092
C 2.8064 -1.7652 -6.7479 -1.4 -0.3 0.6 -0.115
C 3.5221 -0.9810 -5.8932 0.8 0.5 0.7 -0.101
C 3.7374 -1.4760 -4.5967 -0.1 1.0 0.9 -0.053
C 3.1118 1.9365 -2.2537 0.6 -0.9 1.5 -0.151
C 3.8432 2.4501 -3.2965 0.0 0.1 -0.9 -0.055
C 3.2888 2.6444 -4.5396 -0.7 0.7 -1.9 -0.132
C 1.9608 2.2889 -4.7612 -0.7 -0.1 1.0 -0.085
C 1.2334 1.8661 -3.6406 1.3 0.7 -1.2 -0.018
C 1.7488 1.7102 -2.3555 -1.2 -0.6 -0.4 -0.352
O 0.9203 1.2874 -1.3969 0.7 0.4 -0.1 -0.414
H 5.0308 2.2765 0.6390 -0.2 -0.1 -0.1 0.071
H 4.1406 3.5931 -0.1438 0.2 -0.2 -0.5 0.080
H 5.5200 2.6897 -0.9957 -0.4 0.5 0.3 0.074
H 3.6560 -4.1084 -2.7170 0.4 -0.9 -0.2 0.046
H 4.1569 -2.4865 -2.1214 -0.4 -0.5 -1.0 0.071
H 1.8195 -4.2368 -4.4798 -0.5 1.1 -0.9 0.125
H 1.5244 -3.5162 -7.0071 0.5 0.6 0.8 0.104
H 2.7065 -1.3563 -7.7257 -0.4 -0.4 -0.9 0.083
H 3.9122 0.0259 -6.2188 -0.1 -1.4 0.4 0.117
H 4.4736 -0.9683 -3.9599 -0.5 -0.1 -0.1 0.111
H 4.8866 2.6216 -3.2197 0.8 0.2 0.5 0.098
H 3.7617 3.1557 -5.3954 0.5 -0.5 0.7 0.100
H 1.4291 2.3765 -5.7435 0.8 0.0 1.0 0.115
H 0.2316 1.7109 -3.7931 -2.4 -0.6 -0.1 0.067
N -2.3768 -0.0850 1.5382 1.6 0.3 0.0 -0.418
P -1.6236 0.3187 0.0896 -0.3 0.2 1.5 0.855
C -2.7296 1.6328 -0.5387 0.0 0.5 0.4 -0.295
C -3.7873 2.2232 0.2233 1.5 -2.2 -0.1 -0.084
C -4.4828 3.2397 -0.3178 -1.2 2.0 -0.1 -0.111
C -4.0349 3.8322 -1.4984 -0.7 0.3 -1.1 -0.098
C -2.9788 3.3353 -2.2527 -0.6 0.0 1.4 -0.076
C -2.3291 2.2432 -1.7154 0.5 -0.7 -1.3 -0.114
C -1.7724 -1.1345 -0.9760 -0.8 0.6 1.3 -0.371
C -0.9597 -1.1740 -2.0545 1.3 0.2 -1.8 -0.113
C -1.1399 -2.1735 -3.0451 0.4 0.9 1.2 -0.062
C -2.1280 -3.1280 -2.8412 0.3 0.5 -0.7 -0.085
C -2.9908 -3.0110 -1.7534 0.7 -0.9 0.9 -0.091
C -2.7352 -2.1087 -0.7403 -1.2 0.7 -0.3 -0.087
P -1.3307 0.0271 2.9472 0.2 -1.3 -0.7 0.976
C -1.3667 -1.7909 3.5392 0.4 0.1 -0.4 -0.289
C -1.1163 -2.9474 2.7237 -0.9 2.1 0.0 -0.102
C -1.0062 -4.2020 3.2704 -0.2 -0.7 -1.0 -0.118
C -1.0806 -4.3733 4.6355 0.3 0.7 0.5 -0.121
C -1.2793 -3.2732 5.4473 -0.2 0.4 0.3 -0.076
C -1.4036 -1.9810 4.8999 -0.3 -1.0 1.0 -0.108
C -2.3781 1.1152 4.0118 0.3 1.0 0.3 -0.318
C -1.6362 2.1617 4.5931 -0.9 -0.1 -0.6 -0.103
C -2.3238 3.2011 5.2303 1.8 0.9 0.4 -0.110
C -3.6833 3.2956 5.3113 -0.5 -0.6 0.3 -0.098
C -4.4386 2.2019 4.7862 0.0 2.2 1.2 -0.113
C -3.7989 1.2052 4.1142 0.4 -2.5 0.0 -0.122
H -3.2980 -0.4374 1.5562 -1.1 -0.4 0.1 0.031
H -4.0542 1.8226 1.1903 0.0 -0.1 0.1 0.084
H -5.3858 3.6667 0.1998 1.1 -0.5 -0.5 0.122
H -4.6300 4.6311 -1.9064 -0.1 0.4 0.0 0.090
H -2.6318 3.7280 -3.1913 -0.2 0.4 -0.1 0.101
H -1.5356 1.8324 -2.3551 -0.1 -0.1 0.7 0.089
H -0.1496 -0.3973 -2.0876 -0.8 -0.9 -0.4 0.096
H -0.4515 -2.0972 -3.8746 -0.1 -0.6 -0.2 0.092
H -2.2283 -3.9584 -3.5312 -0.2 0.1 -0.1 0.098
H -3.7411 -3.7599 -1.5900 -0.4 -0.3 -0.1 0.093
H -3.3973 -2.0205 0.1413 0.5 -0.3 -0.6 0.105
H -1.0880 -2.7869 1.6563 0.1 -0.2 -0.2 0.066
H -0.9429 -5.0859 2.6104 0.3 0.6 0.4 0.107
H -0.8398 -5.3079 5.0825 -0.2 -0.8 0.2 0.084
H -1.3712 -3.4106 6.5365 0.2 0.2 -0.6 0.106
H -1.4980 -1.1652 5.6004 0.0 0.3 -0.1 0.077
H -0.5518 2.2558 4.4722 -0.5 -0.5 0.2 0.102
H -1.6805 3.9773 5.7025 -0.7 -0.5 -0.4 0.113
H -4.0854 4.1706 5.8708 -0.1 -1.0 -0.6 0.106
H -5.4994 2.2015 5.0412 0.1 -0.3 -0.6 0.095
H -4.4141 0.3157 3.8386 0.6 0.8 -0.1 0.112
C 1.9956 0.6844 6.4083 1.7 0.8 0.3 -0.045
C 0.7179 0.3908 5.7095 0.1 -0.8 -0.7 -0.794
O -0.2923 0.3633 6.4187 -1.0 0.2 0.5 -0.053
O 0.7948 0.0796 4.4814 -0.4 0.5 0.1 -0.152
H 2.4096 -0.2787 6.7239 0.2 0.1 -0.2 0.076
H 1.8326 1.2670 7.3136 -0.2 0.0 0.1 0.061
H 2.7308 1.2444 5.7840 -0.4 -0.7 0.3 0.077
```
Forces are in eV/Å.

Its charge is -1. As for the HOMO energy: -5.063 eV. The strongest force on any atom is 2.7 eV/A. The HOMO-LUMO gap comes out at 7.46 eV.